# C6H14

A cluster of 2 separate species, C6H14 in total (ωB97M-V/def2-TZVPD, OMol25).

multiplicity = 1
SMILES = C/C=C(\C)CC.[H][H]
HOMO level = -0.3167 Ha
net charge = 0
orbital gap = 9.798 eV
relative energy (zero: lowest compared OMol25 entry of this formula, charge and spin) = 186.2 kJ/mol
E_tot = -236.9405 hartree

Structure (XYZ):
```
20
Properties=species:S:1:pos:R:3:forces:R:3:mulliken_charge:R:1
H 2.6866 0.7808 -1.2089 0.0 -0.1 0.1 0.3253
H 0.5179 -0.2210 1.7570 -0.1 0.1 0.5 -0.0970
C 0.0883 -0.0186 -0.2828 0.1 -0.1 -0.2 0.2315
H 1.2904 -1.7218 -0.3537 0.0 0.2 0.0 0.3023
H -1.4600 -1.0256 -1.2989 -0.1 -0.1 0.1 0.2810
C -0.0228 1.4826 -0.2581 0.0 0.0 0.0 -1.3327
H -0.8513 1.8379 0.3654 0.1 -0.2 -0.1 0.4015
H -2.7609 0.7039 -0.0385 0.1 -0.1 0.0 0.3311
H 3.4286 -0.6481 -0.4806 -0.1 0.1 0.0 0.3320
H -3.2716 -0.9386 0.3353 0.2 0.1 0.0 0.3667
H -0.9902 -1.8063 0.2035 0.0 0.1 -0.2 0.2740
H -0.2010 1.8365 -1.2793 0.0 0.1 0.1 0.3080
C 2.6104 0.0701 -0.3786 0.0 0.0 -0.1 -1.2481
H 0.8914 1.9600 0.1086 -0.1 -0.1 -0.1 0.3370
H 0.0697 0.1132 2.2493 0.1 0.0 0.5 0.1288
H 2.7912 0.6422 0.5443 -0.1 -0.1 -0.1 0.2916
H -2.2964 -0.0411 1.4999 0.1 0.0 -0.2 0.2995
C 1.2746 -0.6307 -0.3599 -0.2 0.1 -0.1 0.0943
C -2.4383 -0.2321 0.4299 0.0 0.0 0.0 -1.2551
C -1.1993 -0.8299 -0.2525 0.0 -0.1 -0.1 -0.3717
```
Positions in Å, forces in eV/Å.